[1]
Molecular formula: C36H34I2N3O2TaTe
Method: DFT, the ωB97M-V functional and the def2-TZVPD basis

XYZ file:
```
79
C36H34I2N3O2TaTe the ωB97M-V functional and the def2-TZVPD basis
Ta -1.545 1.311 -1.745
I -3.532 3.315 -9.027
C -3.184 2.833 -7.038
C -2.658 3.812 -6.189
C -2.442 3.486 -4.860
I -1.456 4.606 -3.391
C -2.807 2.226 -4.441
O -2.561 1.830 -3.190
C -3.229 1.201 -5.267
C -3.359 -0.169 -4.612
N -2.175 -0.569 -3.744
C -0.944 -0.651 -4.537
C 0.275 0.024 -3.955
C 1.474 -0.111 -4.644
C 2.622 0.489 -4.172
C 2.562 1.213 -2.982
C 1.359 1.316 -2.342
N 0.215 0.749 -2.819
C -3.435 1.527 -6.600
H -2.409 4.790 -6.577
H -4.243 -0.201 -3.973
H -3.486 -0.928 -5.387
H -2.393 -1.491 -3.381
H -0.676 -1.688 -4.751
H -1.115 -0.183 -5.510
H 1.485 -0.686 -5.561
H 3.553 0.395 -4.716
H 3.434 1.696 -2.564
H 1.268 1.873 -1.420
H -3.780 0.784 -7.307
C 1.236 -4.693 6.911
C 0.816 -3.851 5.744
C 0.554 -4.416 4.501
C 0.174 -3.646 3.414
C -0.076 -4.339 2.096
C 0.060 -2.256 3.600
Te -0.441 -1.386 1.743
N -0.823 1.263 0.034
C -0.806 1.491 1.324
O -0.549 0.544 2.228
C -0.901 2.823 1.893
C -1.183 2.992 3.256
C -1.307 4.266 3.776
C -1.129 5.371 2.952
C -0.832 5.212 1.601
C -0.725 3.944 1.069
C 1.375 -1.444 0.725
C 1.262 -2.090 -0.511
C 2.396 -2.359 -1.251
C 3.634 -1.961 -0.756
C 3.729 -1.301 0.458
C 2.605 -1.027 1.239
C 2.780 -0.303 2.541
C 0.272 -1.643 4.842
C 0.085 -0.189 5.182
C 0.657 -2.478 5.884
H 1.265 -5.750 6.655
H 0.548 -4.560 7.746
H 2.227 -4.396 7.256
H 0.641 -5.488 4.372
H -0.228 -5.404 2.262
H 0.772 -4.243 1.413
H -0.987 -3.995 1.590
H -1.328 2.132 3.892
H -1.544 4.403 4.822
H -1.220 6.368 3.365
H -0.678 6.081 0.977
H -0.471 3.813 0.024
H 0.293 -2.419 -0.876
H 2.326 -2.893 -2.189
H 4.534 -2.177 -1.316
H 4.702 -0.998 0.825
H 3.177 0.698 2.362
H 3.496 -0.826 3.175
H 1.856 -0.193 3.097
H -0.337 0.400 4.380
H 1.036 0.260 5.473
H -0.579 -0.108 6.042
H 0.820 -2.028 6.857
```

Computed properties:
Multiplicity   2
Total charge   +3
LUMO energy (alpha / beta)   -9.617 / -9.511 eV
Electronic energy   -71469.28532 eV
HOMO level (alpha / beta)   -14.9 / -14.9 eV
Frontier orbital gap (alpha / beta)   5.28 / 5.38 eV

Löwdin atomic charge list, values in e, 6 entries: number 1, Ta, carries 1.746; number 2, I, carries 1.008; number 3, C, carries -0.713; number 4, C, carries -0.159; number 5, C, carries -0.592; number 6, I, carries 1.045

=====

[2]
Molecular formula: C36H35BF5N7OTeV
Method: DFT, the ωB97M-V functional and the def2-TZVPD basis

XYZ file:
```
87
C36H35BF5N7OTeV the ωB97M-V functional and the def2-TZVPD basis
V 0.038 0.159 -0.048
C 0.051 2.112 4.886
C 0.368 2.199 3.438
C 1.011 3.202 2.733
C 1.054 2.812 1.398
N 0.443 1.588 1.310
N 0.045 1.227 2.560
B -0.614 -0.150 2.714
N -1.847 -0.123 1.746
N -1.754 0.454 0.481
C -3.007 0.821 0.073
C -3.893 0.471 1.076
C -3.148 -0.101 2.104
C -3.629 -0.578 3.424
C -3.247 1.385 -1.245
C -4.524 1.326 -1.809
C -4.735 1.818 -3.086
C -3.679 2.362 -3.809
C -2.406 2.428 -3.253
C -2.200 1.946 -1.975
N 0.529 -1.147 2.257
N 1.168 -0.895 1.069
C 2.337 -1.605 1.049
C 2.424 -2.294 2.240
C 1.278 -1.982 2.985
C 0.905 -2.440 4.347
C 3.199 -1.743 -0.142
C 3.669 -0.662 -0.894
C 4.247 -0.886 -2.171
C 4.449 -2.206 -2.630
C 4.123 -3.260 -1.814
C 3.489 -3.027 -0.586
C 1.682 3.561 0.312
C 1.178 3.629 -0.988
C 1.821 4.376 -1.959
C 2.982 5.070 -1.646
C 3.487 5.027 -0.351
C 2.842 4.285 0.621
H 0.482 2.962 5.409
H -1.027 2.122 5.051
H 0.452 1.198 5.324
H 1.364 4.136 3.136
H -0.953 -0.404 3.817
H -4.958 0.623 1.080
H -4.705 -0.730 3.389
H -3.146 -1.508 3.717
H -3.423 0.170 4.193
H -5.347 0.885 -1.261
H -5.722 1.772 -3.524
H -3.851 2.741 -4.807
H -1.588 2.861 -3.814
H -1.223 2.054 -1.517
H 3.229 -2.939 2.554
H 1.459 -3.342 4.599
H 1.158 -1.678 5.087
H -0.162 -2.645 4.421
H 3.645 0.344 -0.493
H 4.761 -0.074 -2.669
H 4.900 -2.367 -3.600
H 4.330 -4.276 -2.121
H 3.180 -3.878 0.009
H 0.238 3.162 -1.240
H 1.406 4.430 -2.957
H 3.484 5.656 -2.404
H 4.383 5.576 -0.099
H 3.261 4.245 1.618
C -2.894 -5.328 -1.734
C -2.161 -4.090 -1.339
C -1.070 -4.116 -0.471
C -0.429 -2.950 -0.121
N -0.822 -1.743 -0.566
C -1.861 -1.709 -1.430
C -2.534 -2.837 -1.829
H -2.416 -6.224 -1.347
H -2.957 -5.401 -2.821
H -3.918 -5.290 -1.357
H -0.708 -5.054 -0.071
H 0.429 -2.991 0.529
H -2.130 -0.746 -1.842
H -3.348 -2.736 -2.534
F 1.339 1.425 -4.060
Te 1.845 0.050 -2.916
F -0.041 -0.157 -3.084
F 2.252 -0.851 -4.460
F 1.480 -1.662 -2.210
F 3.071 1.417 -2.522
O 1.111 0.743 -1.124
```

Computed properties:
Multiplicity   1
ΔE to the lowest compared entry with this formula, charge and spin   57.2 kcal per mole
Total charge   +3
LUMO energy (alpha / beta)   -11.759 / -11.764 eV
Electronic energy   -97598.18286 eV
HOMO level (alpha / beta)   -16.2 / -16.2 eV
Frontier orbital gap (alpha / beta)   4.41 / 4.40 eV

Löwdin atomic charge list, values in e, 6 entries: number 1, V, carries 1.126; number 2, C, carries 0.029; number 3, C, carries -0.194; number 4, C, carries 0.081; number 5, C, carries -0.138; number 6, N, carries 0.019

=====

[3]
Molecular formula: C36H35BrN3O9S2SbW
Method: DFT, the ωB97M-V functional and the def2-TZVPD basis

XYZ file:
```
88
C36H35BrN3O9S2SbW the ωB97M-V functional and the def2-TZVPD basis
W 15.383 12.055 13.294
O 15.443 10.631 10.150
C 15.645 11.982 10.809
O 16.615 11.875 11.733
C 16.028 12.930 9.699
O 15.926 14.253 10.209
C 14.751 15.072 10.083
C 13.360 14.383 10.287
O 12.851 13.786 9.393
O 14.462 12.193 11.418
H 16.380 10.344 10.007
H 15.337 12.861 8.876
H 17.039 12.679 9.368
H 14.837 15.475 9.023
H 14.951 15.858 10.882
Br 19.320 11.424 13.787
C 18.494 12.973 14.434
C 19.341 13.786 15.271
C 18.967 15.060 15.535
C 17.736 15.488 14.989
C 16.987 14.665 14.197
N 17.305 13.387 13.976
C 15.631 15.043 13.707
O 15.227 16.237 13.711
O 14.876 14.050 13.308
H 20.113 13.279 15.842
H 19.513 15.651 16.247
H 17.363 16.493 15.059
N 19.529 6.699 15.613
C 18.475 6.497 14.746
O 18.321 5.424 14.132
C 17.681 7.724 14.458
C 17.449 8.045 13.101
C 16.562 9.104 12.860
N 16.381 10.029 13.806
C 16.717 9.735 15.090
C 17.289 8.574 15.493
H 20.122 5.918 15.831
H 19.502 7.471 16.258
H 17.851 7.487 12.251
H 15.981 9.326 11.976
H 16.759 10.563 15.772
H 17.320 8.265 16.526
C 14.018 13.896 16.757
S 13.690 12.313 15.808
C 13.524 11.137 17.256
O 15.139 11.914 15.308
H 14.883 13.727 17.433
H 13.112 14.176 17.360
H 14.315 14.628 16.028
H 13.463 11.734 18.168
H 14.354 10.458 17.169
H 12.647 10.519 17.236
S 13.294 10.501 13.277
Sb 11.923 11.289 11.626
C 10.108 10.445 12.501
C 9.238 9.640 11.749
C 8.053 9.133 12.302
C 7.662 9.435 13.570
C 8.492 10.257 14.333
C 9.745 10.718 13.856
C 11.799 13.435 12.149
C 12.814 14.441 11.782
C 12.355 15.824 12.083
C 11.271 16.104 12.852
C 10.413 15.069 13.333
C 10.753 13.729 12.962
C 12.270 9.887 9.949
C 12.391 10.481 8.698
C 12.019 9.710 7.569
C 11.790 8.347 7.718
C 11.762 7.791 8.995
C 11.978 8.541 10.118
H 9.447 9.325 10.712
H 7.420 8.459 11.705
H 6.760 9.017 13.972
H 8.233 10.574 15.326
H 10.434 11.172 14.568
H 13.692 14.352 12.452
H 13.090 16.590 11.784
H 10.861 17.102 12.864
H 9.641 15.251 14.029
H 9.955 12.984 13.193
H 12.721 11.530 8.596
H 11.953 10.200 6.579
H 11.349 7.710 6.862
H 11.609 6.706 9.152
H 11.891 8.148 11.096
```

Computed properties:
Multiplicity   3
ΔE to the lowest compared entry with this formula, charge and spin   64.3 kcal per mole
Total charge   +2
LUMO energy (alpha / beta)   -7.191 / -6.811 eV
Electronic energy   -160855.82652 eV
HOMO level (alpha / beta)   -11.6 / -13.7 eV
Frontier orbital gap (alpha / beta)   4.37 / 6.85 eV

Löwdin atomic charge list, values in e, 6 entries: number 1, W, carries 1.744; number 2, O, carries -0.008; number 3, C, carries -0.782; number 4, O, carries -0.166; number 5, C, carries -0.071; number 6, O, carries -0.123

=====

[4]
Molecular formula: C36H35BrN8O5S2W
Method: DFT, the ωB97M-V functional and the def2-TZVPD basis

XYZ file:
```
88
C36H35BrN8O5S2W the ωB97M-V functional and the def2-TZVPD basis
W -0.580 0.948 -1.244
C -0.047 -3.970 4.677
C -0.779 -3.229 3.587
C -1.500 -2.070 3.866
C -2.194 -1.396 2.874
C -2.196 -1.887 1.572
C -1.497 -3.052 1.282
C -0.782 -3.704 2.280
S -3.149 -1.094 0.274
O -3.099 -2.034 -0.809
O -4.431 -0.834 0.881
N -2.414 0.290 -0.070
C -2.965 1.348 0.822
C -1.953 2.430 0.958
O -1.839 3.146 1.934
O -1.199 2.537 -0.104
H 0.133 -3.332 5.542
H 0.911 -4.351 4.321
H -0.631 -4.828 5.020
H -1.530 -1.694 4.884
H -2.761 -0.511 3.131
H -1.529 -3.439 0.271
H -0.240 -4.613 2.039
H -3.224 0.996 1.813
H -3.876 1.791 0.409
C 2.705 0.004 -0.262
C 1.824 -1.184 -0.507
C 2.335 -2.438 -0.101
C 1.695 -3.589 -0.434
C 0.556 -3.516 -1.252
C -0.073 -4.669 -1.772
C -1.118 -4.530 -2.640
C -1.579 -3.251 -2.999
C -1.025 -2.109 -2.467
S -1.640 -0.543 -2.895
C 0.068 -2.228 -1.576
N 0.660 -1.067 -1.125
H 3.366 -0.177 0.588
H 2.151 0.914 -0.096
H 3.340 0.138 -1.143
H 3.259 -2.461 0.463
H 2.067 -4.556 -0.112
H 0.304 -5.646 -1.493
H -1.595 -5.408 -3.058
H -2.417 -3.141 -3.675
N 2.550 1.728 -4.227
C 2.218 0.504 -4.767
C 1.259 -0.019 -3.959
N 0.998 0.864 -2.934
C 1.787 1.893 -3.131
C 1.748 2.896 -2.114
N 0.973 2.618 -1.096
C 1.117 3.658 -0.203
C 2.013 4.550 -0.705
N 2.413 4.053 -1.927
H 3.211 2.385 -4.602
H 2.676 0.125 -5.663
H 0.727 -0.948 -4.055
H 0.552 3.703 0.711
H 2.381 5.485 -0.321
H 2.973 4.540 -2.604
Br -3.904 4.981 -5.861
C -2.974 3.886 -4.614
C -1.987 3.030 -5.053
C -1.324 2.228 -4.128
C -1.592 2.244 -2.747
C -2.609 3.132 -2.372
C -3.293 3.942 -3.271
H -1.740 2.971 -6.105
H -0.581 1.556 -4.537
H -2.889 3.226 -1.335
H -4.072 4.606 -2.919
N 0.106 0.608 0.871
C 0.424 0.447 1.964
N 0.769 0.307 3.222
C 0.700 1.446 4.144
C 2.112 1.810 4.557
O 2.783 0.684 5.105
C 2.891 -0.372 4.165
C 1.521 -0.847 3.715
H 0.125 1.135 5.019
H 0.186 2.276 3.661
H 2.103 2.581 5.326
H 2.666 2.183 3.684
H 3.426 -1.181 4.660
H 3.474 -0.037 3.296
H 0.979 -1.273 4.560
H 1.594 -1.598 2.929
```

Computed properties:
Multiplicity   1
ΔE to the lowest compared entry with this formula, charge and spin   7.8 kcal per mole
LUMO energy (alpha / beta)   -0.311 / -0.311 eV
Electronic energy   -153597.89566 eV
HOMO level (alpha / beta)   -6.4 / -6.4 eV
Frontier orbital gap (alpha / beta)   6.06 / 6.06 eV

Löwdin atomic charge list, values in e, 6 entries: number 1, W, carries 1.461; number 2, C, carries -0.056; number 3, C, carries -0.302; number 4, C, carries -0.064; number 5, C, carries -0.054; number 6, C, carries -0.240

=====

[5]
Molecular formula: C36H35BrNO3PtSb2
Method: DFT, the ωB97M-V functional and the def2-TZVPD basis

XYZ file:
```
79
C36H35BrNO3PtSb2 the ωB97M-V functional and the def2-TZVPD basis
Pt 1.055 -0.495 0.665
C 1.300 3.262 -0.706
C 0.015 3.058 -1.499
C -0.263 1.632 -1.955
Sb -1.328 0.506 -0.435
C -2.884 2.047 -0.227
C -3.255 2.680 0.944
C -4.258 3.639 0.916
C -4.890 3.960 -0.271
C -4.525 3.314 -1.439
C -3.522 2.362 -1.416
C -2.664 -0.862 -1.410
C -3.908 -1.021 -0.814
C -4.861 -1.828 -1.408
C -4.563 -2.482 -2.593
C -3.311 -2.340 -3.169
C -2.353 -1.532 -2.578
Sb 1.802 1.911 0.965
C 0.942 2.825 2.695
C -0.194 3.617 2.655
C -0.694 4.164 3.825
C -0.042 3.945 5.028
C 1.095 3.151 5.071
C 1.577 2.582 3.907
C 0.645 -1.160 2.525
C 1.570 -2.028 3.074
C 1.222 -2.785 4.185
C -0.040 -2.659 4.739
C -0.943 -1.754 4.208
C -0.601 -0.995 3.097
H 1.314 4.264 -0.269
H 2.160 3.167 -1.372
H 0.091 3.691 -2.391
H -0.841 3.432 -0.930
H 0.653 1.100 -2.196
H -0.893 1.630 -2.844
H -2.777 2.433 1.884
H -4.551 4.134 1.829
H -5.674 4.701 -0.285
H -5.022 3.546 -2.369
H -3.246 1.854 -2.332
H -4.130 -0.507 0.115
H -5.833 -1.946 -0.948
H -5.308 -3.110 -3.059
H -3.080 -2.857 -4.087
H -1.371 -1.425 -3.016
H -0.688 3.802 1.710
H -1.587 4.771 3.791
H -0.416 4.397 5.934
H 1.607 2.982 6.007
H 2.462 1.954 3.929
H 2.555 -2.143 2.635
H 1.945 -3.469 4.603
H -0.324 -3.274 5.579
H -1.919 -1.633 4.652
H -1.324 -0.300 2.680
C 4.751 -1.331 -1.039
C 3.843 -0.294 -1.637
N 4.140 0.131 -2.865
O 2.891 0.179 -1.016
H 5.241 -1.927 -1.803
H 4.188 -1.981 -0.373
H 5.512 -0.822 -0.447
H 4.930 -0.214 -3.381
H 3.530 0.798 -3.316
Br 1.719 -1.678 -4.356
C 2.343 -3.087 -3.259
C 3.286 -3.954 -3.792
C 3.768 -5.004 -3.032
C 3.297 -5.205 -1.742
C 2.382 -4.326 -1.204
C 1.899 -3.250 -1.951
C 1.046 -2.258 -1.232
O 0.905 -2.477 0.013
O 0.568 -1.266 -1.799
H 3.641 -3.800 -4.800
H 4.507 -5.670 -3.454
H 3.664 -6.028 -1.150
H 2.021 -4.447 -0.192
```

Computed properties:
Multiplicity   1
Total charge   +1
LUMO energy   -5.083 eV
Electronic energy   -131889.57344 eV
HOMO level   -10.5 eV
Frontier orbital gap   5.41 eV

Löwdin atomic charge list, values in e, 6 entries: number 1, Pt, carries 0.731; number 2, C, carries -0.364; number 3, C, carries -0.364; number 4, C, carries -0.349; number 5, Sb, carries 1.604; number 6, C, carries -0.356